(1)
DFT (ωB97M-V/def2-TZVPD) results for a structure of composition C15H30B4F8N3O3V at a distorted geometry.

Each line ends with the Löwdin charge.
CARTESIAN COORDINATES (ANGSTROEM)
1 O 0.66 0.61 3.06  -0.280
2 V 1.14 0.04 1.65  0.801
3 O -0.14 -0.47 0.90  -0.355
4 B 2.66 -1.71 0.72  -0.359
5 H 1.97 -1.92 1.61  -0.030
6 H 2.16 -2.13 -0.27  -0.031
7 H 2.75 -0.56 0.61  -0.067
8 H 3.75 -2.15 0.87  -0.006
9 B 1.30 1.93 0.22  -0.407
10 H 2.36 1.69 0.59  -0.007
11 H 0.56 2.06 1.09  -0.013
12 H 1.45 2.92 -0.43  0.012
13 H 0.86 1.11 -0.50  0.003
14 C 1.89 3.79 2.82  0.015
15 C 2.85 4.70 2.15  -0.403
16 O 3.41 5.61 2.67  0.168
17 N 3.13 4.32 0.72  0.063
18 H 2.58 3.44 0.59  0.038
19 H 2.81 4.96 0.00  0.176
20 C 4.57 3.92 0.57  0.034
21 H 1.88 4.07 3.86  0.112
22 H 2.22 2.75 2.74  0.066
23 H 0.87 3.83 2.43  0.103
24 H 4.71 2.98 1.11  0.111
25 H 5.21 4.73 0.89  0.099
26 H 4.75 3.75 -0.49  0.100
27 C -4.55 -1.94 2.25  0.051
28 N -4.05 -1.96 0.87  -0.048
29 C -4.92 -1.69 -0.14  0.005
30 C -4.48 -1.68 -1.43  0.027
31 C -3.12 -1.90 -1.72  -0.139
32 C -2.30 -2.19 -0.67  0.069
33 C -2.77 -2.24 0.63  0.070
34 C -2.56 -1.70 -3.07  -0.106
35 C -1.68 -2.65 -3.60  0.058
36 C -1.21 -2.56 -4.88  0.023
37 N -1.53 -1.48 -5.63  -0.088
38 C -2.30 -0.52 -5.10  0.009
39 C -2.79 -0.54 -3.81  0.071
40 C -1.09 -1.42 -7.03  0.037
41 H -4.93 -2.92 2.55  0.118
42 H -5.30 -1.15 2.28  0.103
43 H -3.76 -1.64 2.95  0.097
44 H -5.94 -1.48 0.14  0.143
45 H -5.23 -1.42 -2.17  0.129
46 H -1.23 -2.31 -0.80  0.145
47 H -2.15 -2.37 1.52  0.137
48 H -1.36 -3.45 -2.95  0.146
49 H -0.53 -3.30 -5.27  0.154
50 H -2.57 0.25 -5.82  0.150
51 H -3.42 0.26 -3.45  0.142
52 H -0.18 -1.98 -7.20  0.109
53 H -1.00 -0.37 -7.32  0.105
54 H -1.92 -1.82 -7.60  0.115
55 B 4.25 0.88 3.54  -1.238
56 F 5.49 0.46 3.03  0.108
57 F 3.90 0.16 4.67  0.141
58 F 4.29 2.26 3.80  0.095
59 F 3.28 0.65 2.50  0.014
60 B -0.91 -2.09 3.77  -1.232
61 F 0.21 -1.98 2.92  0.075
62 F -1.63 -3.28 3.42  0.049
63 F -0.56 -2.14 5.11  0.140
64 F -1.80 -1.01 3.54  0.067

total charge	0
orbital gap	4.3743	eV
total energy	-2822.0870	hartree
energy relative to the best compared isomer or geometry (same formula, charge and spin)	0.00	kcal/mol
HOMO level	-0.289	hartree

=====

(2)
DFT (ωB97M-V/def2-TZVPD) results for a cluster of 2 separate species, C15H30BF3O7P in total at a distorted geometry.

Each line ends with the Löwdin charge.
CARTESIAN COORDINATES (ANGSTROEM)
1 C 0.72 -3.11 3.34  -0.078
2 C 1.69 -3.71 2.33  -0.273
3 O 2.55 -2.78 1.64  -0.181
4 P 1.94 -1.44 1.04  0.520
5 O 1.55 -0.44 2.03  -0.253
6 C 0.67 -1.70 -0.22  -0.200
7 C -0.18 -2.97 -0.18  -0.260
8 C -1.44 -2.74 -1.01  -0.131
9 B -2.58 -2.09 -0.07  -0.735
10 O -3.83 -1.61 -0.70  -0.053
11 C -4.29 -0.51 0.05  -0.181
12 C -3.31 -0.47 1.25  -0.440
13 C -3.23 0.83 2.01  -0.190
14 C -2.21 0.69 3.16  -0.090
15 O -2.12 -0.86 0.68  -0.037
16 O 3.25 -0.87 0.25  -0.211
17 C 3.17 0.54 0.05  -0.298
18 C 3.93 1.31 1.13  -0.070
19 H -0.18 -2.71 2.90  0.068
20 H 1.22 -2.31 3.86  0.071
21 H 0.50 -3.88 4.07  0.072
22 H 1.15 -4.34 1.64  0.095
23 H 2.35 -4.38 2.86  0.106
24 H 1.14 -1.66 -1.20  0.090
25 H 0.02 -0.83 -0.17  0.071
26 H 0.38 -3.77 -0.65  0.102
27 H -0.50 -3.25 0.81  0.071
28 H -1.22 -2.13 -1.89  0.090
29 H -1.82 -3.69 -1.39  0.088
30 H -2.80 -2.93 0.84  0.112
31 H -4.22 0.37 -0.60  0.112
32 H -5.32 -0.63 0.39  0.108
33 H -3.72 -1.23 1.93  0.136
34 H -2.92 1.63 1.36  0.104
35 H -4.22 1.04 2.42  0.101
36 H -2.74 0.58 4.10  0.056
37 H -1.63 -0.21 3.02  0.058
38 H -1.52 1.52 3.21  0.061
39 H 3.67 0.75 -0.89  0.110
40 H 2.16 0.90 -0.05  0.076
41 H 4.75 1.87 0.72  0.060
42 H 4.25 0.60 1.88  0.072
43 H 3.24 1.99 1.63  0.069
44 C 0.96 5.09 -4.71  -0.063
45 C 1.24 4.82 -3.25  -0.203
46 O 0.52 3.67 -2.78  0.033
47 C 1.06 2.49 -3.05  -0.389
48 O 2.08 2.29 -3.64  0.161
49 C 0.19 1.37 -2.45  -0.519
50 F -1.11 1.57 -2.69  0.173
51 F 0.37 1.34 -1.11  0.155
52 F 0.53 0.18 -2.96  0.169
53 H -0.12 5.19 -4.88  0.082
54 H 1.45 6.01 -5.03  0.079
55 H 1.32 4.27 -5.34  0.077
56 H 0.90 5.65 -2.64  0.124
57 H 2.31 4.69 -3.07  0.124

total charge	-1
orbital gap	6.4909	eV
total energy	-1782.2194	hartree
energy relative to the best compared isomer or geometry (same formula, charge and spin)	10.24	kcal/mol
HOMO level	-0.150	hartree

=====

(3)
DFT (ωB97M-V/def2-TZVPD) results for a structure of composition C15H30BF4NOP2Zr at a distorted geometry.

Each line ends with the Löwdin charge.
CARTESIAN COORDINATES (ANGSTROEM)
1 Zr -1.35 -0.89 0.84  1.532
2 P 3.47 -0.08 -0.49  0.839
3 P -2.76 1.16 1.70  0.773
4 N -1.64 -0.70 -1.07  -0.233
5 H 3.55 0.08 0.96  0.046
6 C 3.24 -1.82 -0.90  -0.192
7 H 4.02 -2.10 -1.62  0.049
8 H 2.25 -1.99 -1.34  0.063
9 H 3.35 -2.45 -0.01  0.047
10 C 5.08 0.43 -1.09  -0.259
11 H 5.53 -0.38 -1.67  0.035
12 H 5.73 0.66 -0.22  0.044
13 H 4.97 1.33 -1.70  0.039
14 C 2.21 0.90 -1.33  -0.197
15 H 2.60 1.92 -1.50  0.054
16 H 1.30 0.95 -0.73  0.033
17 H 1.97 0.44 -2.30  0.065
18 C -4.23 0.72 2.68  -0.247
19 H -4.25 1.30 3.61  0.044
20 H -4.21 -0.35 2.92  0.036
21 H -5.14 0.93 2.10  0.045
22 C -1.97 2.45 2.71  -0.244
23 H -2.50 2.54 3.67  0.044
24 H -2.01 3.41 2.19  0.044
25 H -0.92 2.20 2.90  0.017
26 C -3.47 2.13 0.32  -0.249
27 H -4.56 2.06 0.35  0.043
28 H -3.11 1.73 -0.64  0.018
29 H -3.16 3.17 0.41  0.041
30 C -1.58 -0.56 -2.39  -0.445
31 C -1.63 -1.54 -4.63  -0.117
32 C -1.81 -1.67 -3.26  -0.055
33 C -1.21 0.70 -2.99  -0.078
34 C -1.03 0.80 -4.36  -0.126
35 C -1.24 -0.31 -5.19  -0.127
36 H -1.80 -2.41 -5.28  0.096
37 H -2.10 -2.62 -2.80  0.100
38 H -1.05 1.54 -2.31  0.091
39 H -0.74 1.76 -4.79  0.095
40 H -1.09 -0.23 -6.26  0.088
41 C 1.93 -0.15 1.58  -0.715
42 O 0.64 -0.41 1.09  -0.452
43 C 2.37 -1.29 2.46  -0.110
44 H 1.67 -1.43 3.29  0.072
45 H 3.37 -1.12 2.88  0.070
46 H 2.39 -2.23 1.89  0.056
47 C 1.98 1.23 2.18  -0.112
48 H 1.19 1.36 2.94  0.055
49 H 1.81 1.99 1.41  0.062
50 H 2.95 1.43 2.66  0.071
51 F -2.94 -2.37 1.53  -0.053
52 B -1.81 -3.02 2.31  -1.134
53 F -2.15 -4.14 2.92  0.264
54 F -0.80 -3.13 1.25  0.025
55 F -1.35 -1.93 3.12  0.053

total charge	0
orbital gap	4.9834	eV
total energy	-1873.7739	hartree
energy relative to the best compared isomer or geometry (same formula, charge and spin)	27.91	kcal/mol
HOMO level	-0.172	hartree

=====

(4)
DFT (ωB97M-V/def2-TZVPD) results for a cluster of 2 separate species, C15H30BrN2O2P in total at a distorted geometry.

Each line ends with the Löwdin charge.
CARTESIAN COORDINATES (ANGSTROEM)
1 C 2.26 1.61 -4.52  -0.114
2 C 1.03 2.23 -3.64  -0.336
3 N 0.87 1.54 -2.33  -0.297
4 P -0.21 0.13 -2.39  0.740
5 C 1.20 -1.13 -2.04  -0.278
6 C 1.12 -1.77 -0.56  -0.237
7 C 2.44 -1.50 0.34  -0.204
8 C 2.41 -0.07 1.07  -0.169
9 C 1.17 0.14 2.06  -0.216
10 O -0.03 0.64 1.42  -0.248
11 C -0.41 1.96 1.91  -0.261
12 C 0.27 3.04 0.92  -0.081
13 C -1.56 -1.28 -2.34  -0.328
14 C -3.00 -0.55 -2.38  -0.742
15 O -4.00 -1.06 -1.82  -0.044
16 Br -3.28 1.23 -3.25  0.613
17 H 3.18 2.30 -4.34  0.071
18 H 2.58 0.58 -4.15  0.054
19 H 2.06 1.66 -5.64  0.067
20 H 0.07 2.34 -4.24  0.090
21 H 1.37 3.31 -3.39  0.105
22 H 1.77 1.35 -1.86  0.051
23 H -0.55 0.31 -3.77  0.025
24 H -0.97 0.74 -1.31  0.032
25 H 2.23 -0.74 -2.33  0.069
26 H 0.99 -2.01 -2.76  0.090
27 H 1.05 -2.91 -0.67  0.114
28 H 0.18 -1.46 0.02  0.092
29 H 3.33 -1.48 -0.40  0.111
30 H 2.57 -2.37 1.08  0.115
31 H 2.50 0.77 0.31  0.101
32 H 3.36 -0.03 1.72  0.117
33 H 1.55 0.83 2.91  0.129
34 H 0.93 -0.87 2.57  0.123
35 H -0.17 2.13 3.01  0.121
36 H -1.55 2.05 1.74  0.128
37 H 0.00 4.08 1.32  0.077
38 H 1.40 2.87 0.97  0.076
39 H -0.14 2.86 -0.14  0.066
40 H -1.43 -2.02 -3.21  0.099
41 H -1.55 -1.83 -1.32  0.093
42 N -1.81 -1.00 3.64  0.013
43 C -3.17 -1.07 3.48  -0.136
44 C -3.64 -2.11 4.24  -0.115
45 C -2.53 -2.70 4.89  -0.118
46 C -1.41 -1.99 4.50  -0.149
47 H -1.20 -0.34 3.20  0.102
48 H -3.68 -0.37 2.83  0.107
49 H -4.68 -2.42 4.32  0.090
50 H -2.54 -3.54 5.56  0.089
51 H -0.37 -2.11 4.77  0.101

total charge	0
orbital gap	8.6693	eV
total energy	-3764.7174	hartree
SMILES	CCN[PH2](CCCCCOCC)CC(=O)Br.c1cc[nH]c1
HOMO level	-0.298	hartree

=====

What is the formula in the fourth record?
C15H30BrN2O2P

=====

Which value of total energy does entry 4 give?
-3764.7174 hartree

=====

The lowest HOMO level belongs to which entry?
C15H30BrN2O2P

=====

total energy of number 3 (C15H30BF4NOP2Zr)?
-1873.7739 hartree